{"formula": "C21H23AuN5OS2Se", "method": "ωB97M-V with the def2-TZVPD basis set", "symbols": ["Au", "C", "C", "N", "C", "C", "C", "S", "N", "C", "O", "C", "C", "C", "C", "C", "C", "H", "H", "H", "H", "H", "H", "H", "H", "H", "H", "H", "H", "H", "H", "H", "C", "N", "C", "Se", "N", "C", "C", "C", "C", "C", "C", "H", "H", "H", "H", "H", "H", "H", "H", "S", "C", "N"], "positions_angstrom": [[0.63540, 0.00800, 0.27360], [-0.94980, -4.29130, 4.28390], [-1.91230, -3.10760, 4.22620], [-1.23770, -1.87120, 3.90130], [-0.78020, -1.06490, 5.00560], [-1.82080, -0.02920, 5.42630], [-1.09800, -1.51260, 2.60100], [-0.51660, 0.06790, 2.29700], [-1.48070, -2.43930, 1.75010], [-1.56790, -2.34580, 0.42190], [-1.36160, -1.36110, -0.30230], [-2.06980, -3.61750, -0.18680], [-2.54340, -4.65550, 0.61080], [-3.11750, -5.77300, 0.03730], [-3.21330, -5.86770, -1.34180], [-2.71190, -4.85650, -2.14430], [-2.14410, -3.73470, -1.57040], [-1.48430, -5.20300, 4.53860], [-0.17380, -4.12310, 5.02620], [-0.47730, -4.41660, 3.31500], [-2.41970, -2.98080, 5.18660], [-2.66290, -3.28750, 3.45490], [0.13880, -0.55440, 4.70970], [-0.55610, -1.73950, 5.83850], [-1.98140, 0.66170, 4.60510], [-1.46990, 0.52100, 6.29480], [-2.76680, -0.50810, 5.67040], [-2.46090, -4.56460, 1.68120], [-3.50250, -6.56980, 0.66020], [-3.67610, -6.73290, -1.79400], [-2.77310, -4.93660, -3.22080], [-1.75480, -2.92890, -2.17580], [-3.94740, 0.72100, 0.24670], [-3.48190, 0.55620, -1.09490], [-2.33690, 1.08460, -1.59500], [-1.31550, 2.36650, -0.87100], [-2.19150, 0.62210, -2.86550], [-3.23660, -0.20300, -3.18670], [-3.58620, -0.86110, -4.35270], [-4.78850, -1.55400, -4.35300], [-5.60110, -1.60440, -3.22800], [-5.25270, -0.95660, -2.05170], [-4.06430, -0.24380, -2.04590], [-3.22600, 1.33010, 0.78700], [-4.01960, -0.24880, 0.73840], [-4.92290, 1.21140, 0.25450], [-1.35930, 0.80160, -3.40220], [-2.95500, -0.82270, -5.22780], [-5.09910, -2.06370, -5.25170], [-6.52700, -2.15940, -3.27210], [-5.89180, -1.00420, -1.18370], [4.76180, -0.02980, -1.66150], [3.22080, 0.07000, -1.29520], [2.06760, 0.14340, -1.08800]], "forces_ev_per_a": [[0.1221, 0.3978, 0.9224], [-0.1798, 0.2038, -0.0128], [-0.1061, -0.4156, -0.0085], [-0.0570, -0.0668, -0.0092], [-0.0029, 0.3394, 0.1916], [0.1979, -0.1977, -0.0294], [0.0220, 0.2725, -0.0670], [0.1322, 0.4049, -0.1040], [0.0655, -0.6147, 0.4142], [-0.0191, 0.8399, -0.3614], [-0.6560, -0.8378, -0.1343], [-0.1515, -0.2287, -0.3090], [0.0341, 0.0471, -0.0238], [-0.0753, -0.1245, -0.0806], [-0.0370, -0.1403, -0.0800], [-0.0096, -0.0096, -0.1303], [0.0543, 0.1254, 0.1298], [-0.0471, -0.1639, 0.0603], [0.1123, -0.0011, 0.1280], [0.0552, -0.0236, -0.1366], [0.0084, 0.0442, 0.0003], [-0.0062, -0.0044, 0.2172], [-0.0437, -0.1016, 0.0799], [0.0312, 0.0316, -0.0717], [-0.0493, 0.1333, -0.0408], [-0.0043, 0.1365, 0.1420], [-0.1168, -0.0580, 0.0725], [-0.0039, 0.0268, 0.0719], [0.0028, -0.0264, 0.0440], [-0.0346, -0.1061, -0.0427], [-0.0142, -0.0152, -0.0704], [-0.0171, 0.0880, -0.0335], [-0.1477, 0.0627, 0.4635], [0.3781, -0.1765, -0.3422], [-0.0381, 0.6315, -0.1327], [0.4410, 0.5289, 0.3034], [0.0999, -0.2162, 0.2156], [-0.6004, -0.3595, 0.0407], [0.0838, 0.1143, 0.2083], [0.0158, -0.0886, -0.0879], [-0.0629, -0.0817, -0.0198], [0.1848, 0.1141, 0.0496], [-0.1603, -0.3571, -0.6557], [0.0080, -0.0087, -0.0352], [0.0067, -0.0704, -0.0106], [-0.0158, 0.0147, -0.0010], [-0.0538, 0.0847, 0.0824], [0.0430, -0.0027, -0.0746], [-0.0312, -0.0850, -0.0967], [-0.0505, -0.0429, 0.0163], [-0.0181, 0.0336, 0.1147], [1.5685, -0.0720, -0.3498], [-1.7512, 0.0886, 0.1046], [0.8936, -0.0666, -0.5208]], "total_charge": -1, "energy_ha": -4496.70993, "e_above_lowest_kcal_mol": 6.8, "homo_ev": -4.37}

=====

{"formula": "C21H23Cl28I2N2O5", "method": "ωB97M-V with the def2-TZVPD basis set", "symbols": ["C", "C", "O", "O", "C", "C", "C", "C", "C", "O", "O", "C", "I", "C", "C", "I", "N", "C", "C", "N", "C", "C", "O", "H", "H", "H", "H", "H", "H", "H", "H", "H", "H", "H", "H", "H", "H", "H", "H", "H", "H", "H", "H", "H", "H", "H", "C", "Cl", "Cl", "Cl", "Cl", "C", "Cl", "Cl", "Cl", "Cl", "C", "Cl", "Cl", "Cl", "Cl", "C", "Cl", "Cl", "Cl", "Cl", "C", "Cl", "Cl", "Cl", "Cl", "C", "Cl", "Cl", "Cl", "Cl", "C", "Cl", "Cl", "Cl", "Cl"], "positions_angstrom": [[0.07677, -4.56719, 3.76841], [1.24933, -5.19769, 2.84123], [2.12235, -5.93903, 3.33249], [1.21076, -4.80016, 1.46495], [1.45527, -3.33969, 1.38566], [2.06484, -3.00294, -0.08210], [1.65831, -1.54902, -0.62502], [2.86124, -0.43780, -0.57499], [3.54460, -0.78529, 0.84328], [2.93539, -0.64098, 1.97712], [4.80905, -1.37838, 0.96291], [2.01241, 0.97027, -0.55749], [2.13433, 2.08070, -2.47808], [2.38457, 2.02034, 0.59655], [1.16583, 2.00062, 1.67298], [2.36673, 4.10763, -0.17426], [3.72546, -0.40629, -1.74633], [3.82752, -1.62400, -2.57270], [2.80228, -1.77701, -3.78300], [1.77556, -1.01514, -4.06741], [5.07482, 0.16246, -1.66121], [5.35888, 1.43382, -0.76256], [6.77303, 1.80089, -0.99706], [-0.79360, -4.26930, 3.08857], [0.46627, -3.65367, 4.34573], [-0.33029, -5.36377, 4.49060], [0.52626, -2.72533, 1.63326], [2.24650, -3.13255, 2.20338], [1.52527, -3.75858, -0.78002], [3.16607, -3.27468, -0.13963], [1.13135, -1.57852, -1.63650], [0.83582, -1.21930, 0.12472], [0.87197, 0.79824, -0.47784], [3.39051, 1.90724, 1.10598], [1.01374, 0.97695, 2.14846], [1.29879, 2.85189, 2.42956], [0.21260, 2.27283, 1.07721], [4.86276, -1.58021, -3.09503], [3.85641, -2.62317, -2.02134], [3.01629, -2.65010, -4.51638], [1.32406, -1.39784, -4.92372], [5.40463, 0.47185, -2.73059], [5.82770, -0.65877, -1.34339], [4.76475, 2.37589, -1.00491], [5.30130, 1.24968, 0.37787], [7.25887, 1.30635, -0.29286], [-2.89476, -5.14530, 0.29505], [-2.05420, -6.70346, 0.15297], [-3.65168, -5.02460, 1.89863], [-1.72963, -3.82309, 0.08736], [-4.14529, -5.02773, -0.96181], [-2.12945, -1.15170, -4.71664], [-1.26949, 0.36547, -4.39117], [-1.27763, -2.05766, -5.98737], [-2.18602, -2.12493, -3.23242], [-3.78611, -0.79396, -5.25520], [-2.52691, 3.76609, 2.53050], [-3.72032, 5.02353, 2.13749], [-2.93530, 3.03005, 4.09512], [-2.54695, 2.51851, 1.26603], [-0.90998, 4.49445, 2.62194], [-5.08521, 4.85619, -1.68998], [-6.35974, 5.25374, -2.86346], [-4.04658, 3.57771, -2.35396], [-4.10795, 6.30400, -1.36431], [-5.82725, 4.29084, -0.17815], [-5.78816, 4.31538, 6.89628], [-5.05201, 4.87554, 5.38085], [-7.12093, 5.40185, 7.34678], [-6.41619, 2.66805, 6.67533], [-4.56418, 4.31442, 8.18415], [0.05034, 8.50157, 1.71799], [0.72210, 10.10997, 1.36953], [-0.87018, 7.92659, 0.31135], [1.37286, 7.36863, 2.06149], [-1.02573, 8.60229, 3.12889], [-5.73679, -6.03080, -4.79824], [-5.06430, -4.42219, -5.13895], [-6.65011, -6.60339, -6.21113], [-4.41404, -7.16364, -4.44872], [-6.81960, -5.93369, -3.39272]], "forces_ev_per_a": [[-0.1033, -0.4197, -0.7733], [1.1397, -0.6354, 1.4325], [-3.0680, 2.3342, -2.2618], [0.2470, -0.0033, 2.2686], [1.7567, 0.7057, 0.2538], [-1.4905, -1.2883, -0.4636], [-0.1383, -0.1300, 0.9372], [-1.8406, 0.0143, 0.8249], [4.4633, -2.2765, 4.6570], [-0.2422, 0.5290, -3.8699], [-4.9992, 2.5500, -2.5955], [-0.1632, 0.7839, 0.5821], [-0.4556, -2.1356, -1.0107], [-1.4589, -0.3693, 1.1011], [-0.0749, 0.7486, -0.8318], [0.3566, 0.7272, 2.2746], [0.2826, -1.6097, -0.3547], [0.2377, -0.4049, -1.4542], [-0.9644, 0.4531, -0.7315], [1.9390, -1.9370, 0.4558], [1.7933, 0.3996, -0.0932], [0.5474, 0.3037, 0.8693], [-0.5278, -0.9686, 1.0315], [1.2610, -0.1898, 0.9648], [-0.5188, -1.4476, -0.9264], [0.9649, 1.1931, -1.0347], [1.0237, -0.9153, -0.5115], [-1.2252, 0.1582, -1.4788], [0.8438, 1.0455, 1.0631], [-1.3540, 0.6805, 0.3780], [1.0482, 0.0356, 1.1515], [1.5426, -0.1237, -1.2095], [2.0376, 0.1221, -0.1238], [-1.3711, -0.0540, -0.8876], [0.6159, 1.3365, -0.5819], [-0.0426, -1.5554, -0.9061], [1.5071, -0.4659, 0.9259], [-1.7091, -0.1538, 0.7304], [-0.1820, 1.2674, -0.4508], [0.0951, 1.0801, 1.4009], [0.3978, 0.3611, 0.6469], [-0.7138, -0.3209, 1.5961], [-1.0626, 1.3488, -0.1320], [0.6027, -1.4787, 0.0701], [-0.4039, -0.0927, -1.9468], [-0.4591, 0.6123, -1.0279], [0.1400, 0.0363, -0.0751], [-0.1442, 0.2849, 0.0411], [0.1002, -0.0160, -0.2265], [-0.2109, -0.2108, 0.0331], [0.1280, -0.0394, 0.1522], [0.1789, 0.2578, 0.2257], [-0.1786, -0.3397, -0.0563], [-0.1581, 0.0761, 0.1277], [-0.0118, 0.0931, -0.2443], [0.1525, -0.1092, 0.0313], [0.2971, -0.0475, 0.0411], [0.3140, -0.0753, 0.2756], [0.3954, -0.1760, -0.4855], [-0.1191, 0.2476, 0.1834], [-0.4949, 0.0155, -0.0244], [0.0846, -0.1140, 0.0170], [0.1730, -0.0369, 0.1578], [-0.1869, 0.2446, 0.1330], [-0.1626, -0.2142, -0.0473], [-0.0779, 0.0369, -0.4794], [0.0528, 0.1007, -0.1224], [-0.4963, 0.1324, 0.5504], [0.1621, -0.1648, -0.0263], [0.1033, 0.2533, 0.0333], [-0.1965, -0.0078, -0.2008], [0.0863, -0.1555, 0.0266], [-0.1095, -0.2029, 0.0457], [0.1466, 0.0684, 0.2348], [-0.2790, 0.2095, -0.1123], [0.1278, -0.0122, -0.2080], [0.1126, 0.0669, -0.0091], [-0.1104, -0.2771, 0.0902], [0.1200, 0.0774, 0.2116], [-0.2346, 0.1993, -0.0463], [0.1610, -0.0159, -0.2057]], "total_charge": -1, "energy_ha": -14780.24840, "homo_ev": -4.82}

=====

Gap between HOMO and LUMO? In order: 0.255; 0.226 hartree.